1.
C44H37ClF3N6O5PRu | ωB97M-V/def2-TZVPD

## Properties
Charge: -1
Orbital gap (spin up / spin down) (eV): 7.43 / 6.82
E_LUMO (spin up / spin down) (eV): 2.280 / 1.421
2S+1: 6
Energy (a.u.): -3599.7806
HOMO energy (spin up / spin down) (eV): -5.2 / -5.4

Each line ends with the Löwdin spin population.
CARTESIAN COORDINATES (ANGSTROEM)
1 Ru 0.55649 -0.18960 0.46186  3.407
2 C 2.23480 3.94591 0.29553  0.004
3 C 1.86240 4.11932 1.74807  0.004
4 C 2.59790 4.98366 2.55213  -0.001
5 C 2.26820 5.18869 3.88567  0.004
6 C 1.18485 4.52508 4.43909  0.000
7 C 0.44069 3.65544 3.65279  0.006
8 C 0.76770 3.44681 2.31707  0.012
9 P -0.18166 2.31955 1.23803  0.079
10 C -1.40943 1.56356 2.38517  0.017
11 C -0.76929 0.70185 3.28038  0.012
12 C -1.47441 -0.04814 4.21086  0.003
13 C -2.85266 0.05162 4.23831  0.003
14 C -3.49945 0.89188 3.34236  0.004
15 C -2.81021 1.66102 2.40795  0.003
16 C -3.62929 2.50623 1.46363  0.002
17 C -1.01732 3.55786 0.15998  0.132
18 C -1.49458 4.73371 0.73116  -0.010
19 C -2.21650 5.67404 0.00535  0.132
20 C -2.48623 5.43321 -1.34347  -0.010
21 C -1.97166 4.30910 -1.94687  0.110
22 C -1.17453 3.37189 -1.23903  0.046
23 C -0.53072 2.36458 -1.98242  0.509
24 H 3.25414 4.28740 0.11545  0.000
25 H 1.56311 4.51801 -0.35156  0.001
26 H 2.17768 2.89840 -0.00511  0.001
27 H 3.44881 5.49862 2.11981  0.000
28 H 2.86277 5.86216 4.49060  0.000
29 H 0.91721 4.67407 5.47797  0.000
30 H -0.40092 3.13380 4.08816  0.000
31 H 0.31138 0.60203 3.25179  0.003
32 H -0.95058 -0.72958 4.86427  0.000
33 H -3.42972 -0.54239 4.93681  0.000
34 H -4.58337 0.94219 3.34466  0.000
35 H -4.68505 2.25593 1.57205  0.000
36 H -3.34648 2.32992 0.42565  0.001
37 H -3.51376 3.57081 1.66574  0.000
38 H -1.32050 4.91441 1.78580  -0.002
39 H -2.58612 6.56830 0.49153  0.009
40 H -3.08046 6.13403 -1.91764  -0.004
41 H -2.14145 4.12973 -3.00225  0.004
42 H 0.16165 1.67090 -1.53022  0.029
43 H -0.72940 2.24872 -3.03930  0.026
44 N 0.37036 -3.04114 -1.83291  0.002
45 C -0.49034 -3.17222 -0.75136  0.007
46 C -1.25894 -4.34264 -0.71118  0.003
47 C -2.17132 -4.50020 0.30355  0.000
48 C -2.30292 -3.50573 1.26533  0.001
49 C -1.48338 -2.41019 1.16366  0.004
50 N -0.58036 -2.23300 0.17502  0.057
51 C 1.14443 -2.00884 -2.33529  0.009
52 C 1.61704 -2.19378 -3.64416  0.002
53 C 2.43540 -1.25089 -4.20324  0.002
54 C 2.77847 -0.12143 -3.46195  0.001
55 C 2.26647 -0.01754 -2.19456  0.006
56 N 1.46020 -0.93658 -1.61939  0.065
57 H 0.28305 -3.80377 -2.48280  0.000
58 H -1.13941 -5.09365 -1.48371  0.001
59 H -2.77878 -5.39630 0.34687  0.000
60 H -3.00146 -3.58010 2.08687  0.000
61 H -1.53984 -1.62095 1.89691  0.001
62 H 1.32637 -3.08024 -4.19412  0.000
63 H 2.80453 -1.38718 -5.21251  0.000
64 H 3.43211 0.64734 -3.84746  0.000
65 H 2.50589 0.83099 -1.57190  0.001
66 C 5.51491 -3.48743 0.68214  0.000
67 C 4.22527 -4.24692 0.54917  0.000
68 C 3.97522 -5.07394 -0.53514  0.000
69 C 2.78406 -5.77788 -0.62816  0.000
70 Cl 2.48692 -6.81021 -2.02344  0.000
71 C 1.83247 -5.68465 0.36097  0.000
72 C 2.05331 -4.84307 1.44720  0.000
73 C 3.23485 -4.11436 1.53164  0.000
74 O 3.54322 -3.25999 2.54461  0.000
75 C 2.54270 -2.98964 3.52548  0.004
76 C 1.29160 -2.29426 2.99274  0.010
77 O 0.22686 -2.52986 3.57777  0.006
78 O 1.49696 -1.49596 2.02436  0.084
79 H 6.23525 -3.82030 -0.06624  0.000
80 H 5.94571 -3.62452 1.67480  0.000
81 H 5.34744 -2.41661 0.55205  0.000
82 H 4.71961 -5.17173 -1.31700  0.000
83 H 0.90985 -6.24416 0.28669  0.000
84 H 1.28376 -4.76184 2.20254  0.000
85 H 3.02084 -2.32072 4.23900  0.000
86 H 2.25136 -3.90412 4.04306  0.001
87 N 6.64716 1.49771 -0.93128  0.003
88 C 5.86900 1.01501 -0.21645  0.001
89 N 5.06562 0.42904 0.65026  0.006
90 C 3.78889 0.54981 0.66904  0.015
91 N 2.62846 0.66391 0.72113  0.054
92 F -3.94034 -1.69598 -1.57112  0.001
93 C -3.63498 -0.44030 -1.21082  0.004
94 F -4.22277 0.38788 -2.09909  0.000
95 F -4.21675 -0.21738 -0.02491  0.000
96 C -2.11103 -0.22183 -1.21327  0.017
97 O -1.53805 -0.58729 -2.23383  0.012
98 O -1.64012 0.32913 -0.16986  0.082

=====

2.
C35H48N10O3PReSSb | ωB97M-V/def2-TZVPD

## Properties
Charge: +2
Orbital gap (spin up / spin down) (eV): 6.20 / 6.33
E_LUMO (spin up / spin down) (eV): -7.249 / -7.179
2S+1: 2
Energy (a.u.): -3193.2910
HOMO energy (spin up / spin down) (eV): -13.4 / -13.5

Each line ends with the Löwdin spin population.
CARTESIAN COORDINATES (ANGSTROEM)
1 Re -0.48764 -0.00465 -1.44067  0.724
2 C -1.59856 3.64831 -3.51554  0.011
3 C -1.52121 2.44583 -2.65195  0.059
4 N -0.58607 1.52584 -2.75034  -0.022
5 O 0.29171 1.64416 -3.78906  -0.014
6 C -2.47743 2.13443 -1.62746  -0.017
7 C -3.61895 2.99178 -1.22020  -0.004
8 N -2.23210 0.96963 -1.06504  0.036
9 O -2.97961 0.46567 -0.16312  0.030
10 H -0.94061 3.55740 -4.37276  0.000
11 H -1.29789 4.52711 -2.93600  0.004
12 H -2.62383 3.80891 -3.85166  0.003
13 H 1.08025 1.15288 -3.44971  0.000
14 H -3.34778 4.04441 -1.28950  -0.001
15 H -3.90558 2.75110 -0.19819  0.000
16 H -4.48966 2.82237 -1.85878  -0.001
17 C -4.98567 -3.13870 -2.31464  0.002
18 C -3.66295 -2.56212 -2.69238  0.011
19 C -2.87231 -2.74641 -3.81159  0.002
20 C -1.73791 -1.95461 -3.63064  0.009
21 N -1.83923 -1.31328 -2.46169  0.003
22 N -3.00846 -1.70139 -1.89737  -0.001
23 C -0.55038 -1.76800 -4.51447  0.003
24 H -5.33549 -3.81259 -3.09219  0.000
25 H -5.72782 -2.35051 -2.17801  0.001
26 H -4.91298 -3.69634 -1.37959  0.000
27 H -3.08632 -3.38014 -4.65673  0.000
28 H -3.30897 -1.28147 -1.02320  0.000
29 H -0.29142 -2.70488 -5.00406  0.000
30 H 0.31240 -1.42414 -3.93807  0.001
31 H -0.75854 -1.02877 -5.28930  0.001
32 C 5.43456 1.56436 -2.76827  0.000
33 N 3.97756 1.63083 -2.61123  0.000
34 C 3.29928 2.36514 -3.67638  0.000
35 P 3.25907 0.48719 -1.68176  0.001
36 O 1.77315 0.35537 -2.05730  0.006
37 N 3.56138 0.92184 -0.14400  0.001
38 C 4.26021 2.12888 0.28620  0.000
39 C 3.19299 0.01693 0.94741  0.001
40 N 3.94587 -0.98714 -1.84091  0.000
41 C 3.56751 -1.85910 -2.95527  0.000
42 C 5.24135 -1.32915 -1.23306  0.000
43 H 5.82646 2.57626 -2.87428  0.000
44 H 5.72440 0.99362 -3.65510  0.000
45 H 5.90160 1.11437 -1.89591  0.000
46 H 3.87589 3.26335 -3.89688  0.000
47 H 2.31389 2.68819 -3.35782  0.000
48 H 3.21713 1.78771 -4.60415  0.000
49 H 4.38761 2.81344 -0.54559  0.000
50 H 5.23943 1.88333 0.70538  0.000
51 H 3.67746 2.63330 1.05964  0.000
52 H 2.65396 -0.84590 0.56167  0.000
53 H 2.55031 0.53292 1.66108  0.000
54 H 4.07999 -0.34170 1.47598  0.000
55 H 2.60193 -1.56168 -3.35775  0.000
56 H 3.49728 -2.89193 -2.60789  0.000
57 H 4.30901 -1.82516 -3.75839  0.000
58 H 5.51214 -0.59923 -0.47396  0.000
59 H 6.02836 -1.36301 -1.99015  0.000
60 H 5.17831 -2.30674 -0.75602  0.000
61 N 0.20076 -1.68959 -0.66256  0.018
62 C 1.02250 -2.49307 -0.33911  0.015
63 N 1.71154 -3.44433 0.00517  0.020
64 C 2.98930 -3.62228 0.32893  0.001
65 N 4.09105 -3.77952 0.63118  0.010
66 S 0.10244 1.13983 0.56699  0.060
67 Sb -1.24555 0.31552 2.37133  0.012
68 C -0.35235 -1.48767 2.96871  0.008
69 C -0.65942 -2.69330 2.33763  0.001
70 C -0.15030 -3.87868 2.84626  0.000
71 C 0.65641 -3.86180 3.97899  0.001
72 C 0.96464 -2.66041 4.60124  0.000
73 C 0.46272 -1.46539 4.09948  0.002
74 C -0.73615 1.73815 3.81664  0.000
75 C -1.17304 1.50066 5.12150  0.000
76 C -0.81561 2.38571 6.12812  0.000
77 C -0.04394 3.50208 5.82880  0.000
78 C 0.36704 3.74593 4.52433  0.000
79 C 0.02455 2.86208 3.50881  0.000
80 C -3.29273 -0.02633 2.71564  0.000
81 C -4.14567 1.07407 2.77045  0.000
82 C -5.48993 0.86924 3.03452  0.000
83 C -5.97130 -0.41974 3.23932  0.000
84 C -5.10956 -1.50678 3.19187  0.000
85 C -3.75742 -1.31934 2.92074  0.000
86 H -1.27838 -2.71484 1.44801  0.000
87 H -0.38613 -4.81767 2.36139  0.000
88 H 1.04521 -4.79042 4.37604  0.000
89 H 1.59254 -2.64952 5.48307  0.000
90 H 0.70972 -0.53031 4.58871  0.000
91 H -1.78527 0.63501 5.35424  0.000
92 H -1.14037 2.20330 7.14469  0.000
93 H 0.23507 4.18901 6.61766  0.000
94 H 0.95449 4.62605 4.29594  0.000
95 H 0.34769 3.05480 2.49411  0.001
96 H -3.77089 2.07921 2.61508  0.000
97 H -6.16324 1.71521 3.08228  0.000
98 H -7.02295 -0.57498 3.44222  0.000
99 H -5.48146 -2.50672 3.37591  0.000
100 H -3.09302 -2.17129 2.89433  0.000

=====

3.
C4H14N | ωB97M-V/def2-TZVPD

## Properties
Charge: +1
Orbital gap (eV): 11.65
E_LUMO (eV): -3.427
2S+1: 1
Energy (a.u.): -215.2572
HOMO energy (eV): -15.1

Each line ends with the natural charge from an NBO analysis.
CARTESIAN COORDINATES (ANGSTROEM)
1 C -1.86140 -1.43771 -0.44997  -0.669
2 C -2.28814 -0.39642 0.59895  -0.660
3 H -1.96834 -1.14086 -1.57227  0.224
4 H -2.57862 -2.31827 -0.49354  0.257
5 H -0.81785 -1.86751 -0.22587  0.195
6 H -2.17401 0.65583 0.35612  0.196
7 H -3.39064 -0.45030 0.98675  0.254
8 H -1.70237 -0.63826 1.51582  0.208
9 C 1.94802 0.42225 -1.27811  -0.408
10 N 0.95996 0.85284 -0.20144  -0.519
11 C 1.55354 0.81966 1.24678  -0.400
12 H 1.63890 0.63227 -2.25626  0.246
13 H 2.75557 1.10864 -1.08877  0.225
14 H 2.24740 -0.65973 -1.07360  0.245
15 H 0.06028 0.36284 -0.26180  0.450
16 H 0.61277 1.84622 -0.36271  0.435
17 H 1.70263 -0.26847 1.27244  0.225
18 H 0.77421 1.13074 1.90794  0.242
19 H 2.52809 1.34625 1.37954  0.254

=====

Among the records above, which one has the lowest 2S+1? C4H14N

=====

Which formula does entry 2 have? C35H48N10O3PReSSb

=====

The lowest energy belongs to which entry? C44H37ClF3N6O5PRu